This record from OMol25 describes 17 unconnected molecules or ions with the total composition C83H192N13O18. The level of theory is ωB97M-V/def2-TZVPD.

Results
E_HOMO	-22.0086	eV
LUMO level	-16.993	eV
max |F|	0.11830	Eh/bohr
energy	-145296.76202	eV
net charge	+9

Positions of all 306 atoms, in Å:
1 C -2.8848 1.1129 2.1355
2 C -3.0696 2.5006 2.6828
3 O -3.3116 2.6944 3.8363
4 N -2.9159 3.6957 1.7180
5 H -2.9701 3.4576 0.7380
6 H -3.7173 4.2843 1.8954
7 C -1.5753 4.3673 2.0348
8 H -1.8948 1.1423 1.6802
9 H -3.6386 0.8671 1.3875
10 H -2.7887 0.3264 2.8840
11 H -1.5514 5.1866 1.3163
12 H -0.7863 3.6179 1.9711
13 H -1.5192 4.8879 2.9907
14 C -3.7074 -1.5376 -7.0125
15 C -3.4356 -0.3113 -6.1902
16 O -2.7826 -0.3779 -5.2170
17 N -4.0253 1.0385 -6.6780
18 H -4.0287 1.0148 -7.6877
19 H -5.0212 0.9658 -6.5262
20 C -3.3532 2.3123 -6.1446
21 H -3.5308 -2.4451 -6.4352
22 H -2.8778 -1.6463 -7.7112
23 H -4.6233 -1.5174 -7.6030
24 H -3.5591 2.3834 -5.0766
25 H -3.7638 3.1480 -6.7113
26 H -2.2953 2.2781 -6.4047
27 C 1.3042 1.3411 1.1845
28 C 1.4262 0.3588 0.0411
29 O 2.4919 0.0029 -0.3948
30 N 0.0789 -0.2634 -0.3928
31 H -0.3446 -0.9009 0.2662
32 H -0.5004 0.5402 -0.5898
33 C 0.1001 -0.9254 -1.8005
34 H 1.1676 0.8427 2.1442
35 H 0.6508 2.2010 1.0372
36 H 2.2492 1.8770 1.2732
37 H 0.6395 -1.8717 -1.7596
38 H 0.6050 -0.2801 -2.5194
39 H -0.9436 -1.2209 -1.9074
40 C 2.5181 -2.0604 2.8788
41 C 3.7548 -1.6518 3.6422
42 O 4.2364 -0.5788 3.4699
43 N 4.3888 -2.6042 4.6487
44 H 3.9978 -2.3464 5.5435
45 H 4.1911 -3.5841 4.5047
46 C 5.9420 -2.4663 4.6173
47 H 1.5924 -1.7626 3.3712
48 H 2.5936 -3.1273 2.6687
49 H 2.5805 -1.5820 1.9013
50 H 6.3863 -3.1507 5.3400
51 H 6.2771 -1.4782 4.9329
52 H 6.3886 -2.6391 3.6381
53 C -8.0330 -2.5985 -5.5413
54 C -6.7310 -2.4025 -4.7798
55 O -5.6955 -3.1211 -4.8641
56 N -6.6972 -1.1458 -3.8778
57 H -6.7571 -0.3463 -4.4921
58 H -7.5098 -1.2281 -3.2838
59 C -5.4445 -1.0856 -2.9219
60 H -8.0871 -3.6207 -5.9159
61 H -8.0846 -2.0345 -6.4726
62 H -8.9009 -2.5162 -4.8871
63 H -5.5171 -0.3587 -2.1130
64 H -4.5032 -0.9153 -3.4444
65 H -5.4607 -2.0731 -2.4607
66 C 0.8490 -4.7505 -8.8781
67 C 0.7207 -3.5784 -7.9321
68 O 0.6942 -2.4004 -8.2204
69 N 0.5970 -3.9409 -6.4887
70 H 1.0662 -4.8155 -6.3016
71 H 1.1341 -3.3106 -5.9105
72 C -0.8418 -3.9992 -5.8472
73 H -0.1655 -5.1405 -8.9609
74 H 1.4870 -5.5147 -8.4342
75 H 1.1946 -4.3609 -9.8356
76 H -1.2611 -3.0068 -5.6810
77 H -0.6049 -4.4104 -4.8659
78 H -1.3987 -4.6066 -6.5607
79 C 5.3666 -2.3047 0.9141
80 C 5.3050 -3.0179 -0.4514
81 C 3.9444 -3.4188 -1.0076
82 C 3.5155 -4.8248 -0.4807
83 N 2.2171 -5.4165 -1.0037
84 C 1.0372 -4.6255 -0.4153
85 C 0.7803 -5.3005 0.9774
86 C 1.4016 -6.7413 0.8731
87 C 1.9294 -6.8266 -0.5253
88 C 2.2215 -5.4409 -2.5362
89 H 4.5740 -1.5713 1.0627
90 H 6.2956 -1.7656 1.0994
91 H 5.2254 -2.9949 1.7459
92 H 5.9363 -3.9046 -0.3929
93 H 5.7212 -2.3655 -1.2190
94 H 3.9678 -3.3902 -2.0970
95 H 3.1799 -2.6800 -0.7672
96 H 3.3754 -4.8813 0.5988
97 H 4.2635 -5.5879 -0.6962
98 H 0.1659 -4.7703 -1.0540
99 H 1.2407 -3.5569 -0.3464
100 H -0.2826 -5.3098 1.2185
101 H 1.2663 -4.6392 1.6947
102 H 0.7879 -7.5857 1.1867
103 H 2.2534 -6.7615 1.5530
104 H 1.1817 -7.3065 -1.1568
105 H 2.8060 -7.4518 -0.6952
106 H 2.9695 -6.1493 -2.8921
107 H 2.4055 -4.4332 -2.9087
108 H 1.2360 -5.8100 -2.8204
109 C 5.2820 1.9179 -0.0343
110 C 4.8439 2.6385 -1.2974
111 C 4.3758 4.1399 -1.0704
112 C 3.0183 4.2175 -0.2944
113 N 2.5356 5.6845 -0.0569
114 C 1.0117 5.7781 0.2256
115 C 0.6530 7.2662 -0.0308
116 C 1.3913 7.5869 -1.2661
117 C 2.6150 6.6640 -1.2984
118 C 3.3907 6.3612 1.1157
119 H 4.5186 1.4707 0.6023
120 H 5.8484 2.5903 0.6101
121 H 5.9831 1.1325 -0.3165
122 H 4.0812 2.1284 -1.8859
123 H 5.6474 2.6988 -2.0315
124 H 4.3225 4.6651 -2.0240
125 H 5.1743 4.5842 -0.4762
126 H 3.0201 3.7751 0.7018
127 H 2.2600 3.6424 -0.8258
128 H 0.8329 5.5207 1.2696
129 H 0.5148 5.0955 -0.4639
130 H 1.0356 7.9593 0.7185
131 H -0.4074 7.4532 -0.2004
132 H 1.8023 8.5964 -1.2758
133 H 0.7945 7.3911 -2.1570
134 H 3.5306 7.1699 -1.6048
135 H 2.4221 6.0170 -2.1542
136 H 3.2065 5.8126 2.0394
137 H 3.1452 7.4133 1.2600
138 H 4.4613 6.3221 0.9147
139 C 1.7793 3.7633 9.3476
140 C 1.3570 2.3547 9.5975
141 C 1.4248 1.4686 8.3899
142 C 0.2740 1.7145 7.4127
143 N 0.3325 0.7148 6.2149
144 C -0.8755 0.9767 5.3081
145 C -2.0598 0.1766 5.9266
146 C -1.4522 -0.8472 6.8074
147 C 0.0572 -0.7617 6.5885
148 C 1.7145 0.7558 5.4681
149 H 2.8538 3.7903 9.1665
150 H 1.5420 4.4847 10.1296
151 H 1.4139 4.2269 8.4312
152 H 0.3355 2.4759 9.9577
153 H 1.9857 1.9678 10.3995
154 H 1.2650 0.4683 8.7922
155 H 2.3343 1.6018 7.8040
156 H 0.4079 2.7157 7.0033
157 H -0.6914 1.7277 7.9187
158 H -0.5715 0.7023 4.2979
159 H -1.0627 2.0332 5.1157
160 H -2.6562 -0.1879 5.0901
161 H -2.7331 0.8752 6.4233
162 H -1.9400 -1.8030 6.6166
163 H -1.7538 -0.6198 7.8299
164 H 0.2711 -1.4930 5.8090
165 H 0.7176 -1.1187 7.3788
166 H 1.6960 0.1574 4.5573
167 H 2.4607 0.3654 6.1602
168 H 1.9593 1.7971 5.2591
169 C -8.8127 -4.0788 3.1704
170 C -8.0468 -4.3336 1.8495
171 C -8.2714 -5.7120 1.1579
172 C -7.6981 -5.8950 -0.2965
173 N -6.1528 -5.9502 -0.4274
174 C -5.3802 -4.6906 0.1772
175 C -4.0653 -4.4597 -0.7357
176 C -4.2407 -5.4340 -1.8959
177 C -5.6955 -5.9838 -1.8865
178 C -5.6405 -7.2405 0.2525
179 H -9.8579 -4.1306 2.8656
180 H -8.6738 -3.0896 3.6066
181 H -8.7016 -4.8888 3.8913
182 H -6.9908 -4.2139 2.0918
183 H -8.5238 -3.5834 1.2188
184 H -9.3453 -5.7977 0.9923
185 H -7.9155 -6.5303 1.7838
186 H -7.9304 -4.9526 -0.7925
187 H -8.0382 -6.8196 -0.7627
188 H -5.0255 -4.9977 1.1610
189 H -6.0934 -3.8664 0.1884
190 H -3.1517 -4.6503 -0.1726
191 H -3.9792 -3.4192 -1.0488
192 H -3.5281 -6.2577 -1.8545
193 H -4.0868 -4.9486 -2.8596
194 H -5.8780 -7.0087 -2.2095
195 H -6.2710 -5.1873 -2.3582
196 H -4.5719 -7.3516 0.0686
197 H -6.2445 -8.0938 -0.0561
198 H -5.9116 -7.3177 1.3054
199 C 9.5624 -0.4680 3.3556
200 C 8.3137 0.2996 2.8528
201 C 7.7752 1.2462 3.9128
202 C 6.8113 2.2702 3.2354
203 N 6.0315 3.1438 4.2961
204 C 6.9927 3.8256 5.3017
205 C 6.8326 3.0262 6.5728
206 C 5.3060 2.7926 6.6197
207 C 4.9834 2.4087 5.1108
208 C 5.3163 4.3618 3.5779
209 H 9.9533 -1.0544 2.5240
210 H 9.2652 -1.1004 4.1922
211 H 10.3429 0.1652 3.7775
212 H 7.5066 -0.3869 2.5971
213 H 8.5028 0.8292 1.9191
214 H 8.6022 1.7354 4.4275
215 H 7.2183 0.6650 4.6477
216 H 5.9939 1.8011 2.6878
217 H 7.3404 2.9430 2.5606
218 H 6.7780 4.8859 5.4352
219 H 7.9389 3.9294 4.7706
220 H 7.2561 3.4632 7.4771
221 H 7.2472 2.0545 6.3045
222 H 4.7229 3.6601 6.9288
223 H 4.9562 1.9005 7.1393
224 H 3.9405 2.4177 4.7938
225 H 5.3113 1.3716 5.0396
226 H 4.6885 4.1604 2.7098
227 H 6.1256 5.0075 3.2373
228 H 4.7129 4.8735 4.3276
229 C 1.6153 2.6345 -3.7174
230 O 1.6916 2.0704 -5.0305
231 C 0.7054 1.0966 -5.4094
232 C 0.9193 0.6433 -6.8704
233 N 2.3540 0.1474 -7.0590
234 H 3.0177 0.5705 -6.4261
235 H 2.4950 -0.8246 -6.8232
236 C 2.9484 0.3986 -8.5080
237 C 3.6633 1.7948 -8.5998
238 O 4.5339 2.0869 -7.4836
239 C 4.5417 3.4636 -7.0783
240 H 1.8458 1.9771 -2.8791
241 H 0.6256 3.0792 -3.6137
242 H 2.4489 3.3334 -3.6483
243 H -0.2953 1.5248 -5.3524
244 H 0.7115 0.2343 -4.7428
245 H 0.7817 1.5500 -7.4596
246 H 0.2869 -0.2191 -7.0811
247 H 2.0538 0.3967 -9.1307
248 H 3.7282 -0.3552 -8.6169
249 H 2.8532 2.5175 -8.6975
250 H 4.2379 1.8492 -9.5244
251 H 4.7330 4.1693 -7.8867
252 H 5.3448 3.6036 -6.3547
253 H 3.5354 3.5898 -6.6789
254 C -5.8777 -1.2033 0.9822
255 O -6.0393 0.2087 0.8019
256 C -7.1110 0.7577 1.4662
257 C -7.1684 2.3148 1.3370
258 N -6.5692 2.7113 -0.0477
259 H -6.5568 3.7143 0.0700
260 H -5.5865 2.5112 -0.1674
261 C -7.3803 2.3635 -1.3204
262 C -6.6205 2.6053 -2.6393
263 O -6.2438 3.9404 -2.6426
264 C -5.7750 4.3071 -3.9395
265 H -5.9709 -1.4031 2.0496
266 H -4.8936 -1.5872 0.7131
267 H -6.5959 -1.9059 0.5595
268 H -7.0070 0.5911 2.5384
269 H -8.1268 0.4009 1.2965
270 H -6.4521 2.8532 1.9575
271 H -8.1220 2.7546 1.6292
272 H -8.2431 3.0292 -1.2995
273 H -7.7606 1.3735 -1.0689
274 H -7.2421 2.3573 -3.4997
275 H -5.7733 1.9373 -2.4839
276 H -5.7902 5.3940 -3.8586
277 H -6.3647 3.8418 -4.7294
278 H -4.7090 4.1108 -4.0546
279 C 1.9939 4.6371 5.4785
280 C 1.5223 4.6794 4.0040
281 O 0.9391 5.7298 3.6811
282 O 1.7698 3.6895 3.3281
283 H 1.1081 4.7529 6.1030
284 H 2.6236 5.4921 5.7247
285 H 2.2716 3.6614 5.8772
286 C -2.5552 1.6980 -2.6513
287 C -2.5093 2.2515 -1.2075
288 O -3.5499 2.7762 -0.7185
289 O -1.4352 2.3302 -0.6544
290 H -2.1336 0.6928 -2.6543
291 H -1.9412 2.3100 -3.3119
292 H -3.5870 1.7183 -3.0022
293 C -2.7041 -2.7921 2.5905
294 C -1.6108 -2.1929 1.6946
295 O -0.8398 -1.3370 2.1929
296 O -1.6595 -2.4640 0.4573
297 H -2.6057 -3.8774 2.6150
298 H -3.6894 -2.4423 2.2823
299 H -2.5495 -2.3871 3.5905
300 C 3.8177 -1.0538 -3.7490
301 C 2.9021 -1.8476 -4.6841
302 O 1.8251 -2.1924 -4.2852
303 O 3.3088 -2.1719 -5.8292
304 H 3.9237 -0.0420 -4.1404
305 H 4.7947 -1.5348 -3.7027
306 H 3.3870 -0.9177 -2.7570